Entry 1:
Density functional theory data (ωB97M-V/def2-TZVPD) for a structure of composition C60H56N10Pt.

Atoms and positions in Å:
Pt -0.714 -0.398 0.196
C -5.168 -4.682 4.702
C -4.461 -5.216 3.634
C -3.673 -4.395 2.842
C -3.574 -3.036 3.131
C -4.284 -2.504 4.203
C -5.084 -3.326 4.982
C -2.726 -2.166 2.276
C -1.622 -1.566 2.849
C -1.235 -1.670 4.216
C -0.115 -0.915 4.371
C 0.207 -0.378 3.088
N -0.708 -0.756 2.180
C 1.504 0.276 2.858
C 1.980 0.637 1.662
C 3.417 0.798 1.231
C 3.910 0.655 -0.993
C 2.542 0.427 -1.594
C 1.792 0.810 -2.625
C 2.466 1.504 -3.769
C 2.750 2.864 -3.746
C 3.418 3.463 -4.808
C 3.805 2.707 -5.903
C 3.518 1.348 -5.936
C 2.854 0.752 -4.876
C 0.325 0.554 -2.752
N -0.612 0.085 -1.893
C -1.826 0.116 -2.613
C -3.035 -0.433 -2.260
C -4.155 -0.300 -3.233
C -4.621 -1.418 -3.921
C -5.655 -1.290 -4.835
C -6.241 -0.051 -5.057
C -5.784 1.064 -4.370
C -4.738 0.941 -3.467
C -3.339 -1.147 -1.067
C -4.553 -1.823 -0.797
C -4.431 -2.364 0.455
C -3.155 -1.985 0.942
N -2.501 -1.250 -0.007
C -1.592 0.654 -3.917
C -0.274 0.924 -4.004
N 1.179 0.540 0.441
C 2.404 0.381 4.048
C 3.436 -0.533 4.231
C 4.265 -0.439 5.339
C 4.066 0.566 6.274
C 3.031 1.475 6.103
C 2.200 1.380 4.996
H -5.789 -5.323 5.313
H -4.526 -6.273 3.414
H -3.128 -4.809 2.002
H -4.220 -1.444 4.416
H -5.643 -2.907 5.807
H -1.741 -2.256 4.963
H 0.459 -0.773 5.270
H 4.104 0.777 2.069
H 4.808 0.609 -1.600
H 2.432 3.468 -2.907
H 3.631 4.523 -4.780
H 4.323 3.172 -6.730
H 3.812 0.753 -6.791
H 2.623 -0.306 -4.915
H -4.163 -2.384 -3.752
H -6.004 -2.159 -5.375
H -7.053 0.045 -5.766
H -6.238 2.031 -4.541
H -4.375 1.813 -2.936
H -5.407 -1.881 -1.450
H -5.162 -2.939 0.997
H -2.337 0.762 -4.687
H 0.254 1.315 -4.855
H 3.579 -1.331 3.511
H 5.063 -1.156 5.477
H 4.710 0.637 7.140
H 2.865 2.252 6.837
H 1.375 2.073 4.881
C 4.366 -3.727 -0.759
N 3.398 -2.831 -1.380
C 3.590 -2.478 -2.777
C 2.115 -2.745 -0.827
N 1.505 -1.644 -0.524
C 2.121 -0.390 -0.425
C 3.537 -0.310 0.180
C 3.886 1.804 0.116
C 3.113 2.981 -0.287
C 1.783 2.995 -0.342
C 0.884 1.981 0.200
N -0.287 2.308 0.594
C -0.733 3.578 0.815
N -0.039 4.450 1.567
C 0.839 4.011 2.645
C -0.025 5.889 1.320
N -1.931 3.856 0.317
C -2.481 2.995 -0.737
C -2.769 4.955 0.791
N 1.473 -3.907 -0.555
C 0.276 -3.883 0.264
C 1.698 -5.125 -1.313
H 5.214 -3.846 -1.430
H 3.976 -4.722 -0.545
H 4.741 -3.308 0.180
H 4.648 -2.298 -2.962
H 3.051 -1.566 -3.015
H 3.255 -3.263 -3.467
H 4.027 -1.247 0.405
H 4.918 2.071 0.331
H 3.653 3.846 -0.659
H 1.269 3.870 -0.721
H 0.842 2.930 2.720
H 0.481 4.430 3.587
H 1.858 4.359 2.470
H -0.598 6.139 0.435
H 1.012 6.184 1.149
H -0.408 6.450 2.173
H -2.233 1.955 -0.525
H -2.070 3.271 -1.711
H -3.559 3.125 -0.753
H -2.462 5.250 1.790
H -3.794 4.592 0.833
H -2.736 5.817 0.125
H 0.402 -3.181 1.087
H 0.109 -4.883 0.663
H -0.603 -3.574 -0.311
H 2.424 -4.958 -2.104
H 0.762 -5.444 -1.776
H 2.055 -5.933 -0.671

The calculation puts the relative energy (zero: lowest compared OMol25 entry of this formula, charge and spin) at 7.3 kcal per mole. For the lowest unoccupied orbital energy, the calculation gives -0.2342 Ha. The orbital gap comes out at 5.42 eV. The net charge is +2. The total energy is -2986.308354 Eh.



Entry 2:
Density functional theory data (ωB97M-V/def2-TZVPD) for a structure of composition C33H35MgNP2SeSi.

Atoms and positions in Å:
Mg 0.579 -0.117 -0.603
C -1.083 -2.721 0.614
P -1.837 -1.413 -0.477
C -3.416 -1.028 0.340
C -4.634 -1.077 -0.331
C -5.808 -0.750 0.331
C -5.776 -0.384 1.668
C -4.564 -0.340 2.344
C -3.386 -0.651 1.684
C -2.278 -2.279 -2.009
C -2.721 -3.601 -2.023
C -3.010 -4.228 -3.224
C -2.873 -3.535 -4.421
C -2.441 -2.218 -4.415
C -2.137 -1.594 -3.214
C -0.205 -2.029 1.607
C -0.256 -2.008 2.988
C 0.693 -1.043 3.408
C 1.272 -0.541 2.261
C 2.156 0.647 2.062
P 1.124 1.856 1.104
C 2.181 3.313 0.864
C 1.938 4.554 1.447
C 2.792 5.620 1.196
C 3.890 5.454 0.366
C 4.129 4.223 -0.229
C 3.274 3.160 0.010
C -0.158 2.341 2.297
C -1.489 2.287 1.902
C -2.503 2.615 2.794
C -2.188 2.991 4.089
C -0.859 3.043 4.495
C 0.149 2.722 3.603
N 0.723 -1.135 1.155
H -0.521 -3.385 -0.054
H -1.849 -3.315 1.114
H -4.667 -1.374 -1.372
H -6.751 -0.790 -0.198
H -6.694 -0.134 2.184
H -4.533 -0.061 3.390
H -2.442 -0.614 2.216
H -2.840 -4.144 -1.092
H -3.343 -5.257 -3.228
H -3.097 -4.028 -5.358
H -2.320 -1.678 -5.345
H -1.758 -0.578 -3.217
H -0.885 -2.624 3.612
H 0.926 -0.752 4.421
H 3.035 0.420 1.452
H 2.504 1.067 3.006
H 1.082 4.694 2.094
H 2.595 6.582 1.650
H 4.554 6.287 0.172
H 4.976 4.093 -0.890
H 3.444 2.211 -0.488
H -1.740 1.983 0.892
H -3.535 2.564 2.474
H -2.975 3.243 4.788
H -0.612 3.333 5.508
H 1.183 2.764 3.925
C 3.923 -1.898 -4.102
Si 2.617 -1.902 -2.751
C 1.363 -3.261 -3.099
C 3.461 -2.272 -1.110
Se 1.624 0.157 -2.763
H 4.364 -2.889 -4.228
H 4.723 -1.198 -3.855
H 3.493 -1.591 -5.056
H 1.859 -4.202 -3.349
H 0.708 -2.987 -3.925
H 0.728 -3.442 -2.228
H 4.020 -3.209 -1.174
H 2.754 -2.365 -0.284
H 4.166 -1.479 -0.848

The calculation puts the relative energy (zero: lowest compared OMol25 entry of this formula, charge and spin) at 0.0 kcal per mole. For the lowest unoccupied orbital energy, the calculation gives 0.0209 Ha. The orbital gap comes out at 7.79 eV. The total energy is -4907.151914 Eh.